The following is a DFT calculation (ωB97M-V with the def2-TZVPD basis set) of a structure of composition C18H40BCrF16N4O13S4 at a distorted geometry.

The geometry in XYZ format:
```
97
C18H40BCrF16N4O13S4 ωB97M-V with the def2-TZVPD basis set
Cr -0.431 -2.455 -1.045
S 0.330 -4.277 -3.358
S 2.542 -3.817 -1.850
S -0.764 -2.884 2.315
S -1.759 -4.738 0.547
F -2.330 -1.554 3.890
F 0.384 -6.524 -4.660
F 4.303 -4.514 -0.095
F -0.923 -6.550 -2.947
F 1.217 -6.719 -2.676
F -1.299 -6.887 1.921
F -0.273 -6.792 0.023
F 2.558 -5.800 -0.150
F 0.931 0.633 -0.823
F -3.223 -2.033 1.958
F 0.820 0.146 1.382
F -1.752 -0.432 2.116
F 0.472 -5.647 1.699
F 1.245 -1.570 -0.178
F -0.809 -0.658 -0.046
F 2.440 -3.847 0.779
O -1.857 -4.828 -0.882
O -2.961 -4.816 1.300
O -0.212 -1.346 -2.805
O -4.780 3.196 3.127
O 3.047 -4.766 -2.773
O -2.446 -2.074 -1.479
O -1.052 -3.859 -3.290
O 0.478 -2.224 2.507
O 1.071 -3.822 -4.468
O 3.094 -2.504 -1.855
O 5.084 2.659 3.426
O -1.114 -3.954 3.174
O 1.224 5.282 -1.390
N -3.877 3.877 0.520
N 4.003 5.144 -1.515
N 0.894 -3.727 -1.829
N -0.881 -3.311 0.710
C 4.515 1.354 3.632
C -3.185 2.946 1.397
C 0.992 -0.692 -3.368
C -5.054 3.446 4.478
C 0.261 -6.179 -3.394
C -3.045 -0.793 -1.877
C -1.700 2.876 1.084
C -3.997 -0.306 -0.789
C 0.659 0.724 -3.798
C 1.855 4.191 -0.766
C 0.031 5.639 -0.774
C -0.611 -6.114 1.113
C -3.398 3.214 2.866
C 3.158 3.918 -1.495
C 3.958 0.869 2.312
C 3.975 2.865 -0.767
C -2.108 -1.625 2.582
C 2.977 -4.536 -0.205
B 0.602 -0.307 0.119
H -0.786 4.929 -0.980
H -0.116 0.711 -4.579
H 5.635 2.902 4.174
H -4.633 2.648 5.107
H 1.541 1.249 -4.150
H 4.753 0.888 1.562
H -2.233 -0.085 -1.983
H -0.296 6.575 -1.227
H -2.890 2.467 3.495
H 5.285 0.671 3.998
H 4.143 3.123 0.278
H 4.310 5.359 -0.572
H -1.313 1.999 1.618
H -0.844 -1.348 -3.534
H 3.372 1.945 -0.773
H -3.148 -2.730 -1.376
H -1.154 3.756 1.422
H -6.135 3.404 4.621
H -3.553 -1.013 -2.815
H 1.990 4.389 0.308
H 2.970 3.650 -2.535
H -4.707 4.430 4.806
H 0.164 5.721 0.310
H 3.714 -0.190 2.441
H 1.196 3.303 -0.828
H -4.807 -1.011 -0.605
H 0.184 1.287 -2.993
H 3.529 5.966 -1.865
H -1.497 2.644 0.039
H -4.856 3.926 0.786
H -3.413 -0.201 0.125
H -4.397 0.668 -1.072
H 4.913 2.645 -1.266
H 3.699 1.410 4.363
H -3.626 1.957 1.217
H 1.787 -0.707 -2.635
H 1.305 -1.284 -4.228
H 3.112 1.433 1.937
H -2.970 4.200 3.126
H -3.505 4.816 0.651
```

Summary:
- Frontier orbital gap (alpha / beta): 5.93 / 7.28 eV
- Expectation value of S²: 3.7704
- 2S+1: 4

The following is a DFT calculation (ωB97M-V with the def2-TZVPD basis set) of a cluster of 7 separate species, C18H40Br6N4O4 in total at a distorted geometry.

The geometry in XYZ format:
```
72
C18H40Br6N4O4 ωB97M-V with the def2-TZVPD basis set
Br 1.100 7.312 2.149
Br -7.626 -0.039 2.334
Br -0.070 10.645 1.767
Br 1.781 -1.384 -4.400
Br 0.519 2.501 -6.735
Br -9.899 -3.951 0.813
O -4.353 5.563 -3.553
O -2.862 -1.637 -0.110
O 4.555 -3.043 6.002
O 7.124 -6.889 1.142
N 6.021 -4.288 7.234
N -6.324 5.527 -4.747
N -1.287 -0.349 0.805
N 6.537 -5.887 -0.805
C -1.868 0.860 0.358
C 0.025 -0.208 1.421
C -8.730 -1.264 1.231
C 5.124 -5.712 -0.455
C 6.551 -3.165 8.059
C -1.711 -1.542 0.395
C -5.886 5.928 -6.102
C -0.237 7.882 0.755
C -8.456 -2.820 1.634
C -7.728 5.269 -4.605
C 0.013 9.295 0.276
C 6.918 -5.546 -2.188
C 1.605 1.241 -5.660
C 5.110 -4.076 6.346
C 0.726 0.038 -5.343
C -5.560 5.456 -3.646
C 6.670 -5.568 7.469
C 7.418 -6.490 0.043
H -0.038 7.238 -0.101
H -8.482 -2.974 2.712
H 7.579 -5.398 8.045
H 7.825 -6.036 -2.541
H -4.799 5.874 -6.045
H 6.369 -3.337 9.120
H -2.819 0.641 -0.128
H -6.199 5.252 -6.898
H 6.299 -5.895 -3.015
H -1.279 7.736 1.039
H -9.752 -1.025 1.525
H 8.413 -6.455 -0.427
H -0.275 0.190 2.391
H 4.798 -4.675 -0.537
H 0.414 -0.376 -6.301
H 5.079 -4.983 5.723
H -2.230 1.567 1.105
H 7.143 -4.483 -2.268
H -8.555 -1.047 0.177
H 6.987 -5.991 6.516
H -6.208 5.181 -2.800
H 1.950 1.657 -4.713
H -7.505 -3.252 1.325
H -6.165 6.975 -6.217
H 4.806 -5.891 0.572
H -8.427 6.028 -4.956
H -7.908 4.364 -5.186
H -0.655 9.629 -0.517
H 6.101 -2.231 7.724
H 2.450 0.924 -6.271
H 6.010 -6.331 7.882
H -1.143 -2.469 0.568
H -7.927 4.833 -3.627
H 7.638 -3.152 7.989
H -1.350 1.385 -0.444
H 4.440 -6.370 -0.991
H 0.701 -1.057 1.518
H 0.997 9.361 -0.187
H -0.102 0.311 -4.688
H 0.619 0.625 1.044
```

Summary:
- Frontier orbital gap: 9.41 eV
- Structure (SMILES): CN(C)C=O.CN(C)C=O.CN(C)C=O.CN(C)C=O.BrCCBr.BrCCBr.BrCCBr
- ΔE to the lowest compared entry with this formula, charge and spin: 334.9 kJ/mol

The following is a DFT calculation (ωB97M-V with the def2-TZVPD basis set) of a cluster of 3 separate species, C18H40BrN2 in total at a distorted geometry.

The geometry in XYZ format:
```
61
C18H40BrN2 ωB97M-V with the def2-TZVPD basis set
Br -0.403 -0.572 -0.273
N 7.307 3.264 -0.080
N -5.637 -3.083 -0.734
C -3.558 -3.783 0.177
C -8.860 -3.980 1.287
C -3.722 -2.319 0.506
C 7.454 2.612 1.251
C -6.609 -3.810 0.193
C -4.460 -3.968 -1.029
C -5.095 -1.838 0.008
C 8.864 5.053 0.179
C -10.221 -3.343 1.457
C 9.574 3.974 -0.646
C 7.368 4.778 0.001
C -6.354 -2.615 -1.976
C 6.033 2.840 -0.798
C 8.490 2.959 -0.968
C 4.768 2.993 0.030
C 2.412 2.040 0.426
C 3.699 2.018 -0.430
C -7.946 -3.116 0.388
H -10.181 -2.343 1.900
H -10.822 -3.944 2.142
H -6.710 -4.813 -0.219
H 8.178 3.101 -2.002
H -7.872 -2.158 0.908
H 4.094 0.998 -0.439
H -8.421 -2.922 -0.572
H 9.109 5.074 1.237
H -4.781 -4.976 -1.279
H 2.627 2.208 1.482
H -2.523 -4.102 0.077
H -5.579 -2.234 -2.638
H 10.078 4.355 -1.532
H 5.983 3.472 -1.688
H 7.218 1.560 1.119
H 6.824 5.102 0.885
H 6.747 3.051 1.949
H -3.874 -4.370 1.049
H 1.940 1.064 0.322
H -8.437 -4.075 2.286
H -4.986 -1.014 -0.688
H -3.604 -2.097 1.568
H -9.005 -4.925 0.759
H 8.459 2.771 1.631
H 10.422 3.578 -0.080
H 9.170 5.997 -0.274
H 4.331 3.981 -0.129
H 1.687 2.765 0.062
H -6.978 -1.771 -1.704
H -2.991 -1.652 0.055
H 3.357 2.211 -1.451
H 6.973 5.237 -0.900
H 4.943 2.803 1.088
H -6.092 -3.877 1.150
H 6.216 1.867 -1.259
H -6.880 -3.463 -2.402
H -10.791 -3.222 0.534
H -5.839 -1.682 0.779
H -3.869 -3.578 -1.860
H 8.773 1.917 -0.833
```

Summary:
- Frontier orbital gap: 6.03 eV
- Charge: +1
- ΔE to the lowest compared entry with this formula, charge and spin: 158.3 kJ/mol